1.
{
  "formula": "C15H25NO2",
  "method": "the ωB97M-V functional and the def2-TZVPD basis",
  "symbols": ["H", "H", "H", "H", "C", "C", "C", "O", "H", "H", "H", "C", "C", "C", "H", "H", "H", "H", "C", "N", "C", "H", "C", "H", "H", "H", "H", "O", "C", "C", "H", "C", "H", "H", "C", "H", "H", "C", "H", "H", "H", "H", "C"],
  "positions_angstrom": [[5.58794, 1.99740, 0.06561], [-0.82480, -0.84737, -0.92191], [-0.41698, -3.32663, -1.24727], [-0.38340, 2.89427, -1.11175], [3.44904, 1.97687, 0.18265], [4.79522, 0.00924, 0.11606], [-3.02554, 1.99501, 0.65352], [-4.27977, 2.01856, 1.28303], [-2.08832, -1.71891, -1.80173], [-2.20565, -0.67012, 1.05082], [0.98775, 2.75782, 0.94124], [-2.68147, -1.10853, 0.17237], [-1.61392, -1.59208, -0.82322], [1.30016, -2.28059, 0.53026], [0.05180, -3.85195, 1.21726], [-2.08982, 1.15472, -1.11058], [-0.56052, -2.24004, 1.59271], [0.19655, 1.20217, 0.64162], [-0.99622, -2.92720, -0.41090], [-3.62574, -0.13803, -0.35596], [0.56917, 2.36941, -1.13208], [-3.27483, -1.96747, 0.50414], [0.95070, 1.89600, 0.27131], [-2.26976, 1.56929, 1.33021], [-4.63977, 1.12471, 1.18882], [5.76096, -0.47092, 0.05927], [-2.75034, 3.03115, 0.44340], [1.22779, -0.88251, 0.34773], [3.65428, -0.77201, 0.19079], [2.39762, -0.18037, 0.26178], [1.32781, 3.04345, -1.52368], [-3.08329, 1.18389, -0.64588], [-4.06229, -0.52221, -1.18766], [-1.80192, -3.63656, -0.20355], [-0.08964, -2.84518, 0.81854], [1.71575, -2.75908, -0.36858], [1.95952, -2.50478, 1.38109], [2.29246, 1.21855, 0.25142], [0.48944, 1.52111, -1.80880], [3.36360, 3.05417, 0.18565], [-3.77269, 1.68344, -1.33073], [3.75975, -1.84544, 0.18612], [4.69937, 1.38675, 0.11686]],
  "e_lumo_ev": 0.848,
  "smiles": "CCc1ccccc1OCCCCCNCCO",
  "gap_ev": 9.326,
  "max_force_ev_per_a": 0.56,
  "relative_energy_kj_mol": 122.9,
  "homo_ev": -8.48,
  "total_charge": 0,
  "total_energy_ev": -21545.5030
}

2.
{
  "formula": "C15H25NO2S",
  "method": "the ωB97M-V functional and the def2-TZVPD basis",
  "symbols": ["C", "N", "H", "H", "C", "H", "H", "C", "C", "O", "H", "H", "H", "H", "H", "H", "C", "C", "H", "H", "H", "C", "H", "H", "H", "H", "H", "H", "C", "C", "H", "C", "C", "C", "S", "C", "H", "H", "H", "H", "C", "C", "O", "H"],
  "positions_angstrom": [[1.67871, -0.28077, 1.01423], [0.85386, -2.68093, 1.13481], [0.56685, -2.29989, -1.36287], [-3.61113, 1.46198, -0.00129], [-0.84683, -0.02975, -2.56784], [-4.91016, 0.22064, -1.70078], [-2.48650, -0.32241, -1.09041], [-4.75039, 1.16307, -1.91955], [2.98711, -0.37538, 1.39881], [1.59409, 2.04134, 0.91989], [1.17375, 0.10128, -1.86453], [4.64528, -0.26074, 4.26446], [4.93001, 0.22248, 1.82693], [-5.19606, 1.86937, -0.04689], [3.51535, 1.58238, 1.20015], [-0.28747, 1.69462, -0.90653], [-2.32714, -0.34339, -2.45884], [0.32105, -1.57875, -0.88667], [2.92859, -0.96828, 4.23274], [-0.89181, 0.69386, 0.04291], [3.49604, 0.40659, 5.30136], [-0.12658, 0.95053, -0.42361], [3.10514, -2.38680, 1.05921], [-5.45262, 1.59272, -2.48616], [-2.25878, -2.56547, -2.39756], [-2.71455, -1.81000, -3.76022], [-3.77790, -1.71088, -2.59363], [-0.51482, -0.63603, -3.39411], [-2.85372, -1.70418, -2.73754], [0.96658, -1.32191, 0.41762], [2.32412, 1.43752, 3.04528], [1.18817, 1.00118, 0.43579], [-4.37716, 2.11098, -0.53507], [3.54111, -0.00846, 4.23416], [-3.13575, 1.02883, -3.27344], [3.86422, 0.93494, 1.70016], [-4.02232, 2.93001, -0.70654], [-0.93655, -1.70968, -0.52377], [4.06059, 2.02779, 3.42100], [-0.75145, 0.91128, -3.11917], [3.33073, 1.16673, 3.10079], [0.23038, -0.34093, -1.52136], [3.49224, -1.72169, 1.56007], [1.43569, -2.49377, 1.96799]],
  "e_lumo_ev": -0.233,
  "gap_ev": 8.486,
  "max_force_ev_per_a": 19.25,
  "relative_energy_kj_mol": 1557.8,
  "homo_ev": -8.72,
  "total_charge": 0,
  "total_energy_ev": -32366.0325
}

3.
{
  "formula": "C15H25NO2S",
  "method": "the ωB97M-V functional and the def2-TZVPD basis",
  "symbols": ["C", "C", "C", "C", "H", "H", "H", "C", "H", "H", "O", "C", "H", "H", "H", "H", "H", "H", "C", "C", "H", "H", "C", "H", "H", "O", "S", "H", "C", "H", "H", "C", "H", "C", "H", "H", "C", "H", "H", "C", "H", "N", "H", "C"],
  "positions_angstrom": [[0.43141, 0.25069, 2.44072], [1.01605, -0.58497, 1.36587], [1.32898, 1.35161, -3.05734], [0.05341, -1.44858, 5.40478], [-1.69334, 0.09295, -1.85339], [-0.34040, -0.13821, -8.08897], [-0.96917, 1.34178, 3.96698], [1.26260, -0.92921, 4.63161], [0.90352, 0.61016, -6.16016], [0.90786, 2.27095, 3.80749], [2.04912, -1.18691, 1.64651], [-0.24159, 0.63588, -0.35216], [1.23473, -0.84707, -0.81517], [-2.13670, 0.27315, 0.66424], [-1.81314, -0.48730, -7.13126], [0.50981, 1.42014, -0.30740], [-1.54175, -2.86288, 5.20765], [-0.28432, -1.57099, -0.10384], [0.95844, 0.27489, 3.78074], [-0.67378, -2.55954, 4.63488], [-1.69985, 2.02538, 0.55588], [0.40925, -0.56105, -3.09663], [-0.07091, 0.09746, -6.00014], [2.04485, -0.71680, 5.34160], [1.86044, 1.20541, -4.00867], [-1.46538, 1.48594, 3.12989], [-0.92499, 0.87056, -4.55290], [1.62148, -1.72444, 4.02460], [-0.82165, 0.74392, -1.78320], [1.06768, 2.41378, -2.95774], [-0.62208, -0.60844, 5.59042], [-0.95667, 0.19060, -7.25243], [-1.09463, 1.80690, -1.89291], [0.09743, 0.46309, -3.03629], [-1.29038, 1.20652, -7.46449], [-0.03826, -3.43000, 4.54356], [-0.74979, 0.88836, 2.14167], [0.12572, -0.97930, -5.79579], [1.97490, 1.04306, -2.24094], [0.41462, -0.70867, -0.05596], [0.36474, -1.82365, 6.36741], [1.13256, 1.41910, 4.35934], [-1.02769, -2.17623, 3.66486], [-1.31316, 0.96195, 0.73705]],
  "e_lumo_ev": 0.567,
  "smiles": "[H]/N=C(/CCC)C1=C(O)C[C@H](C[C@H](C)SCC)CC1=O",
  "gap_ev": 9.246,
  "max_force_ev_per_a": 3.61,
  "relative_energy_kj_mol": 180.7,
  "homo_ev": -8.68,
  "total_charge": 0,
  "total_energy_ev": -32380.3051
}

4.
{
  "formula": "C15H25NO3",
  "method": "the ωB97M-V functional and the def2-TZVPD basis",
  "symbols": ["O", "C", "H", "H", "H", "H", "H", "H", "H", "H", "H", "H", "O", "H", "C", "H", "H", "H", "O", "N", "H", "H", "H", "C", "C", "H", "C", "H", "H", "H", "C", "C", "H", "H", "C", "C", "C", "C", "H", "C", "C", "C", "H", "C"],
  "positions_angstrom": [[-1.26007, 0.53396, -0.07089], [-4.86406, 0.36101, -0.17769], [6.31952, -1.02846, 0.49014], [-3.18886, -1.00123, -0.30279], [2.13066, -1.88515, 0.44288], [3.72485, 0.05824, 1.90646], [-5.03892, -2.26472, 0.39193], [5.92067, 0.69451, 0.69119], [-7.47359, -2.25590, -1.46403], [8.26382, -0.44654, -0.83020], [7.96845, 0.58155, -2.25883], [7.88260, 1.28143, -0.61932], [-5.89078, -0.51823, -0.31224], [1.93608, 1.37940, -0.01974], [4.30161, -0.50659, -0.10498], [-7.52185, -2.47858, 0.28514], [-6.73921, -3.69499, -0.73751], [-0.28202, 1.98882, 1.02617], [6.30710, 0.09127, -1.24576], [2.28071, -1.25247, 1.22110], [-4.53525, 3.69734, 0.24026], [-0.22210, 2.18604, -0.74808], [0.29971, -0.76769, 1.39768], [-4.25150, 2.66231, 0.12060], [3.66170, -0.81749, 1.25567], [-6.27409, 1.95661, -0.01590], [-3.52265, 0.01664, -0.18643], [1.11930, 0.05626, -0.87545], [-4.98938, -2.04224, -1.37827], [3.80917, 0.33711, -0.58720], [1.24893, -0.24214, 1.26188], [1.11065, 0.66830, 0.02870], [1.42456, 0.37412, 2.14882], [4.19931, -1.37229, -0.76280], [-2.90458, 2.32813, 0.11146], [-5.22686, 1.70229, -0.02119], [-6.92140, -2.63205, -0.60723], [5.78305, -0.18025, 0.03437], [4.23944, -1.62321, 1.72612], [-2.53994, 0.99838, -0.04244], [-0.19709, 1.45269, 0.07047], [7.67671, 0.39135, -1.22804], [-2.16499, 3.10419, 0.22261], [-5.59937, -1.89174, -0.47665]],
  "e_lumo_ev": 0.888,
  "smiles": "CCOc1cccc(OCCCNCCCOC)c1",
  "gap_ev": 9.122,
  "max_force_ev_per_a": 0.52,
  "relative_energy_kj_mol": 301.3,
  "homo_ev": -8.23,
  "total_charge": 0,
  "total_energy_ev": -23592.0488
}